1.
33
Properties=species:S:1:pos:R:3:forces:R:3 method="wB97M-V/def2-TZVPD" mol_weight_da=249.0 homo_energy_ev=-3.33 homo_lumo_gap_ev=6.24 charge=-1
C 4.9554 -1.5143 0.9334 0.546 0.173 -0.804
C 4.4230 -0.3426 -0.0583 0.086 -0.575 0.599
B 2.7916 -0.3281 -0.1125 0.255 1.351 -1.019
C 1.9281 0.8197 -0.8864 0.633 -1.318 2.069
C 0.5747 1.1348 -0.0667 -0.037 -0.894 -0.140
C -0.7663 0.9909 -0.9289 -0.230 1.118 0.780
C -1.9738 0.6892 0.0779 0.609 0.980 0.293
N -2.4225 -0.7310 0.1135 -1.826 0.990 0.490
C -2.8736 -1.2326 -1.2122 0.328 -1.284 -0.787
C -3.4382 -0.9508 1.1484 -0.362 -2.240 1.953
C -4.4540 0.1869 1.6339 0.567 0.287 -0.670
O -3.5308 -2.0588 1.7335 0.274 2.996 -2.160
H 5.7313 -1.1482 1.6781 -0.966 -0.350 -0.860
H 4.0930 -1.9845 1.5029 1.161 0.466 -0.763
H 5.4890 -2.2871 0.2709 -0.888 0.798 1.227
H 4.7997 -0.5657 -1.1199 -0.449 0.515 1.374
H 4.8556 0.6723 0.2615 -0.697 -1.351 -0.635
H 2.2106 -1.1958 0.4601 -0.038 -0.336 0.183
H 1.6396 0.4323 -1.9154 0.622 0.797 1.049
H 2.5856 1.7441 -0.9149 -0.990 -1.477 -0.416
H 0.5633 2.1859 0.3808 0.255 -1.456 -0.692
H 0.5138 0.3721 0.7947 -0.064 1.016 -1.077
H -0.9694 2.0293 -1.3727 0.397 -1.633 0.445
H -0.6803 0.2758 -1.8043 -0.095 0.632 1.234
H -1.5873 0.9372 1.1329 -0.585 -0.355 -1.486
H -2.8188 1.4431 -0.1145 0.840 -1.184 0.003
H -3.2939 -0.4351 -1.9046 0.351 -0.712 1.003
H -1.9896 -1.7137 -1.7661 -1.240 0.764 0.816
H -3.6410 -2.0656 -1.0676 0.976 1.174 -0.150
H -3.9914 0.8269 2.4572 -0.507 -0.893 -1.120
H -4.6612 0.8625 0.7458 0.064 -0.665 1.181
H -5.4219 -0.2689 2.0206 1.487 0.372 -0.559
Br 1.3597 3.2197 -2.1010 -0.479 2.295 -1.360

2.
45
Properties=species:S:1:pos:R:3:forces:R:3 method="wB97M-V/def2-TZVPD" mol_weight_da=589.6 homo_energy_ev=-3.76 homo_lumo_gap_ev=5.78 charge=-1
C 2.1607 -0.7093 1.8242 -1.032 0.411 -1.911
C 1.8157 0.0250 0.8717 -0.295 -0.796 0.933
C 1.1670 0.8295 -0.3134 1.950 -0.945 1.563
Nb -0.7112 -0.2855 -1.0507 0.085 -0.789 2.641
Br 0.5038 -2.5924 -0.6200 -0.191 0.680 -0.403
N -1.6168 -0.2820 0.8761 1.448 1.243 -1.440
C -1.8179 1.0775 1.4396 -0.603 -0.486 1.437
C -1.6098 1.0096 3.0223 -0.663 0.356 -0.705
P -2.7751 -1.6140 -1.9387 -0.752 -0.073 -0.867
O -4.1391 -0.9785 -1.1190 0.899 -1.279 0.403
Cl -2.5687 -3.6043 -1.2415 -0.647 0.359 0.002
H 2.2370 -1.6282 2.4912 0.026 2.108 -1.198
H 1.9199 0.9137 -1.1549 -0.787 0.018 0.964
H 0.9123 1.8573 0.0701 0.166 -0.868 -0.467
H -0.0113 -0.3254 -2.7556 -0.211 0.260 -0.034
H -1.5197 1.2646 -1.5176 -0.044 -0.503 -0.102
H -1.1653 -0.9170 1.5393 -0.334 0.153 -0.178
H -2.9141 1.3430 1.2856 1.341 0.040 -0.025
H -1.1480 1.8668 0.9713 -0.848 -0.834 0.563
H -1.9806 1.9944 3.4489 0.551 -1.200 -0.178
H -0.5474 0.8112 3.3250 -0.948 0.245 -0.410
H -2.2671 0.1583 3.3870 0.762 1.068 -0.243
H -4.1587 -1.4114 -0.2403 0.062 0.652 -0.281
C 5.0542 -3.8228 1.8195 0.217 0.530 -0.451
C 6.2815 -3.7222 2.7081 0.087 -0.577 -0.137
O 5.8281 -3.0555 3.8875 -0.644 0.148 -0.084
S 4.2839 -3.4573 4.1621 0.014 -0.001 -0.366
O 4.2588 -4.5107 5.1261 -0.197 0.538 -0.310
O 3.5249 -2.2588 4.3095 0.455 -0.722 0.355
O 3.9697 -4.0926 2.7098 0.331 -0.028 0.796
H 4.8521 -2.8750 1.3136 0.004 -0.044 -0.005
H 5.1444 -4.6159 1.0786 -0.205 -0.066 0.176
H 7.0902 -3.1648 2.2385 -0.112 0.172 0.199
H 6.6432 -4.7132 2.9974 0.013 0.018 -0.066
C -3.9239 4.7343 -4.2483 -0.344 -0.048 -0.372
C -4.3261 3.3685 -3.7180 -0.067 0.186 0.565
O -3.3198 2.4778 -4.1952 0.387 0.524 -0.509
S -1.9084 3.2646 -4.2797 0.054 -0.414 0.342
O -1.1645 2.9790 -3.0996 -0.073 0.555 -0.924
O -1.3756 3.0929 -5.5921 -0.166 0.014 0.590
O -2.5004 4.7697 -4.1525 -0.007 -0.453 0.202
H -4.1981 4.8458 -5.3011 -0.052 -0.008 0.037
H -4.3639 5.5471 -3.6716 0.244 -0.005 0.046
H -5.3095 3.0594 -4.0683 0.183 -0.172 -0.118
H -4.3066 3.3467 -2.6249 -0.059 0.032 -0.031

3.
33
Properties=species:S:1:pos:R:3:forces:R:3 method="wB97M-V/def2-TZVPD" mol_weight_da=252.2 e_above_lowest_kcal_mol=6.2 homo_energy_ev=-13.57 homo_lumo_gap_ev=10.90 charge=+1
C -4.0033 -0.4313 -0.8039 0.276 -1.570 -2.654
C -3.0986 -1.4609 -0.1062 -2.933 3.140 4.287
O -1.7885 -0.8390 0.0848 -0.483 0.949 0.092
C -0.7153 -1.4863 0.3526 2.225 1.096 -0.408
N -0.7109 -2.7282 0.7856 -3.768 -1.196 -0.518
N 0.4962 -0.9067 0.2226 -0.515 -1.884 1.373
C 0.7939 0.4573 -0.1664 -0.505 0.080 -0.067
C -0.2741 1.5054 0.3783 -0.174 -0.675 1.333
C 0.5443 0.5484 -1.6975 1.152 -0.671 -0.372
C 2.2417 0.7020 0.3409 -0.719 -0.320 0.081
C 2.4537 0.7883 1.9036 1.902 -1.169 -0.436
C 2.8145 1.8638 -0.4080 1.865 1.836 -0.408
Br 3.3553 -0.9513 -0.2703 -0.111 0.697 0.144
H -4.4114 0.3678 -0.1954 0.144 -0.234 0.324
H -3.3962 -0.0029 -1.6306 -0.496 0.069 0.429
H -4.8479 -0.9943 -1.3563 1.166 0.873 1.154
H -2.8592 -2.3327 -0.5338 -0.034 -3.195 -2.296
H -3.7163 -1.6841 0.9032 2.206 0.294 -1.711
H 0.1534 -3.0660 0.9210 3.706 -1.602 0.818
H -1.3235 -3.4681 0.4211 -0.070 0.912 0.404
H 1.4276 -1.5025 0.3484 -2.521 1.199 -0.333
H -0.5839 1.3186 1.4574 0.699 0.181 -1.160
H -1.1754 1.2484 -0.2159 0.581 0.966 0.380
H 0.0348 2.5878 0.2988 -0.230 -1.352 -0.238
H 1.2963 0.1734 -2.4347 0.172 0.348 1.119
H -0.2846 -0.1779 -1.9320 0.017 1.776 0.197
H 0.4923 1.6416 -1.7795 -0.941 -0.515 -1.231
H 2.0395 -0.0350 2.5412 -0.766 1.075 -0.780
H 3.5279 0.5154 2.1218 -0.709 0.718 -0.672
H 2.3667 1.8229 2.2561 -0.622 -0.426 0.088
H 2.8377 1.8505 -1.5382 -0.742 -0.375 1.277
H 2.4105 2.8990 -0.0624 0.701 -1.887 -0.417
H 3.9028 1.7765 -0.2064 -0.474 0.863 0.202

4.
42
Properties=species:S:1:pos:R:3:forces:R:3 method="wB97M-V/def2-TZVPD" mol_weight_da=381.8 homo_energy_ev="-6.01 / -5.98" homo_lumo_gap_ev="8.78 / 7.76" spin_multiplicity=2 charge=-1
Cu 0.3522 0.4594 -0.4982 -0.356 -0.174 0.169
O -0.8234 1.5389 3.0338 -0.062 -0.129 -0.299
C 0.2291 0.7172 2.7168 0.845 0.050 -0.176
O 0.7998 0.1060 3.6033 -0.364 0.026 0.148
O 0.5571 0.7343 1.4771 0.190 -0.023 -0.715
H -1.0806 1.8902 2.1684 -0.225 0.118 0.095
O 2.8143 0.1381 -3.7758 -0.096 0.765 0.358
C 3.0877 0.4175 -2.4265 0.368 -1.100 0.481
O 2.0935 0.1985 -1.6608 -0.437 0.254 0.048
O 4.2326 0.6982 -2.1182 -0.060 0.333 -0.277
H 1.8538 0.2222 -3.7813 -0.160 -0.409 -0.292
O -2.8527 1.3957 -2.4973 -0.435 -0.090 -0.023
C -1.8242 1.0079 -1.7262 1.831 -0.331 -0.114
O -1.7013 1.3860 -0.5604 -0.844 0.497 0.713
O -0.9115 0.3015 -2.2733 -0.032 -0.095 -0.116
H -2.6798 0.9665 -3.3455 -0.079 0.086 -0.046
C 0.6037 3.2112 -2.7203 -0.078 -0.280 1.199
C 1.5170 3.4628 -1.5292 0.411 0.001 -0.507
O 1.0922 2.6424 -0.4526 -0.343 0.101 0.147
H -0.4319 3.2004 -2.3714 -0.042 0.370 -0.102
H 0.7951 2.1839 -3.0286 0.076 0.221 -0.598
H 0.7581 3.9889 -3.4615 -0.006 -0.272 -0.352
H 1.5291 4.5138 -1.2199 -0.200 -0.006 0.014
H 2.5396 3.1956 -1.8199 0.012 0.012 0.103
H 1.6905 2.7590 0.2922 -0.024 -0.298 0.073
C -2.2081 -2.0049 0.7139 -0.013 -0.056 -1.435
C -0.7227 -2.0523 1.0046 -0.485 1.020 1.338
C -0.3309 -3.3477 1.6958 1.292 -0.468 -1.637
O -0.9814 -3.5314 2.9003 -0.184 -0.893 0.253
C -0.6897 -2.6016 3.9147 -0.492 1.161 0.607
N 0.0492 -1.6902 -0.2040 -0.007 -0.592 0.977
H -2.4218 -1.2563 -0.0571 0.193 0.262 0.244
H -2.8224 -1.7403 1.5665 -0.041 -0.454 0.170
H -2.4807 -2.9430 0.2107 -0.406 -0.098 0.532
H -0.5555 -1.3132 1.7901 0.346 0.278 -0.478
H 0.7697 -3.4376 1.7808 -0.037 0.589 0.470
H -0.4999 -4.1870 0.9981 -0.752 -0.095 0.452
H 0.3293 -2.2075 3.9705 0.089 -0.386 -0.412
H -0.9479 -3.0202 4.8884 0.036 -0.399 -0.173
H -1.3287 -1.7100 3.8167 0.140 -0.091 -0.067
H 0.9848 -2.0697 -0.0590 0.110 0.251 -0.382
H -0.3831 -2.2230 -0.9552 0.321 0.345 -0.392

5.
41
Properties=species:S:1:pos:R:3:forces:R:3 method="wB97M-V/def2-TZVPD" mol_weight_da=736.9 e_above_lowest_kcal_mol=0.6 homo_energy_ev="-9.89 / -10.11" homo_lumo_gap_ev="7.16 / 5.37" spin_multiplicity=6 charge=+1
Fe 0.0068 -0.0050 -0.5893 -0.314 0.039 -0.122
C 2.1504 2.6208 1.1540 -0.021 0.027 -0.054
C 3.2759 1.6363 0.8702 0.019 -0.028 0.015
S 2.7467 -0.0014 0.2971 0.008 0.043 -0.018
C 2.5047 -0.9161 1.8379 0.012 0.017 -0.021
C 1.3588 -0.4582 2.7286 -0.041 -0.007 -0.015
S -0.2402 -0.5723 1.8692 0.067 0.025 0.051
C -1.0771 0.8999 2.5340 -0.002 -0.053 -0.002
C -2.3445 1.2241 1.7528 0.007 0.000 -0.026
S -2.1366 1.5449 -0.0187 0.009 0.042 0.048
C -1.6852 3.2934 -0.1054 -0.018 -0.012 0.025
C -0.3253 3.6623 0.4672 0.048 0.014 -0.038
S 0.9763 2.6051 -0.2245 -0.007 0.055 0.059
H 2.5622 3.6251 1.2592 -0.003 0.001 -0.003
H 1.6172 2.3775 2.0721 0.014 -0.014 0.008
H 3.9174 1.5236 1.7452 -0.006 -0.011 0.001
H 3.9000 2.0155 0.0605 0.003 0.009 0.005
H 3.4396 -0.8955 2.3994 0.000 0.006 0.002
H 2.3491 -1.9461 1.5115 -0.003 0.001 0.000
H 1.5034 0.5662 3.0679 0.014 -0.001 -0.002
H 1.3137 -1.0957 3.6120 0.003 0.002 0.001
H -0.3708 1.7272 2.5130 -0.005 0.011 -0.004
H -1.3401 0.6968 3.5729 0.003 0.006 0.002
H -2.8473 2.0803 2.2046 0.006 0.007 0.000
H -3.0353 0.3812 1.7931 -0.002 0.000 0.007
H -2.4639 3.8898 0.3714 -0.006 -0.006 -0.004
H -1.7226 3.5101 -1.1749 0.005 0.004 -0.001
H -0.3125 3.5633 1.5523 -0.017 -0.009 0.003
H -0.1000 4.7016 0.2276 -0.004 0.002 0.005
Se -2.3136 -1.5088 -0.7407 0.076 0.063 0.016
Se -1.9444 -3.4978 0.3085 0.044 -0.092 0.009
Te 0.4648 -4.0295 -0.1396 -0.043 -0.014 -0.039
Se 1.1852 -2.2190 -1.5583 -0.026 -0.056 0.058
N -1.1466 -1.3258 -4.0048 0.119 -0.052 -0.022
C -0.3641 -0.2615 -4.0863 0.008 0.040 -0.088
N 0.4037 -0.1074 -5.1661 -0.038 -0.017 0.006
S -0.3498 0.9692 -2.8895 0.163 -0.112 0.106
H -1.0520 -2.0867 -4.6593 -0.015 0.011 -0.005
H -1.6083 -1.5259 -3.1229 -0.047 0.040 0.037
H 0.3894 -0.7556 -5.9366 -0.017 0.014 0.000
H 0.9701 0.7193 -5.2383 0.007 0.003 0.003

6.
47
Properties=species:S:1:pos:R:3:forces:R:3 method="wB97M-V/def2-TZVPD" mol_weight_da=397.2 e_above_lowest_kcal_mol=15.2 homo_energy_ev=-2.44 homo_lumo_gap_ev=3.75 charge=-2
Li 0.0260 4.8499 -4.0788 0.108 0.079 -0.007
C 2.1721 -3.4965 5.0612 0.092 0.193 0.221
C 1.1242 -2.3685 4.8798 0.989 -0.089 1.359
C 0.0085 -2.6561 3.8894 0.245 -0.192 -0.433
C 0.4457 -2.7480 2.3893 -1.190 0.600 0.538
N -0.7308 -2.9709 1.4170 -0.210 1.277 -0.118
C -1.8926 -1.9172 1.4620 0.248 -0.212 0.482
C -2.1431 -1.4014 0.0302 0.018 -0.353 0.373
C -1.3443 -2.3694 -0.8719 0.870 0.510 0.416
C -0.0806 -2.6635 -0.0321 -2.307 -0.565 0.536
C -1.3134 -4.4021 1.6333 2.214 1.503 -1.549
H 1.7133 -4.3922 5.4799 -0.360 -0.289 -0.638
H 2.9210 -3.3314 5.8358 -0.036 0.842 0.039
H 2.7752 -3.7107 4.1788 -0.323 -0.192 -0.207
H 1.5637 -1.3717 4.8432 0.370 -0.037 -1.112
H 0.6924 -2.2221 5.8698 -0.625 -0.473 0.094
H -0.7500 -1.8862 4.0311 0.053 0.209 -0.396
H -0.4802 -3.5595 4.2541 0.046 -0.370 -0.359
H 1.1603 -3.5211 2.1068 -0.059 -0.226 0.532
H 0.9133 -1.8148 2.0754 -0.165 0.149 0.205
H -2.7861 -2.3688 1.8931 0.250 -0.326 0.017
H -1.5797 -1.1383 2.1573 0.054 0.062 -0.251
H -3.1872 -1.3658 -0.2808 -0.115 -0.445 0.373
H -1.8825 -0.3431 0.0182 0.721 -0.162 -0.492
H -1.8907 -3.2908 -1.0732 -0.125 0.209 -0.268
H -1.0669 -1.8294 -1.7772 -0.033 -0.472 -0.218
H 0.5673 -3.5119 -0.2524 -0.135 0.179 -0.290
H 0.4322 -1.7018 -0.0155 0.404 -0.315 0.727
H -1.8104 -4.5356 2.5942 -0.043 0.406 -0.333
H -0.3637 -4.9357 1.5940 -0.456 -0.843 0.155
H -1.8863 -4.6083 0.7293 -0.302 -0.219 0.468
N 3.2521 9.5907 -3.3064 -0.431 1.248 -1.484
O 2.6287 8.6332 -3.7317 -1.062 -2.550 -0.201
O 4.2152 9.4564 -2.5700 1.150 -0.014 1.222
O 2.8975 10.7067 -3.7395 0.256 1.266 0.427
N 0.7398 3.9141 1.2920 -1.179 -0.791 -1.917
O 0.7439 3.7813 0.0750 1.409 -0.449 -3.274
O -0.3113 4.2406 1.7559 -3.704 1.629 3.011
O 1.6788 3.6282 1.9731 3.324 -0.697 2.096
N 3.2781 1.4554 -7.2154 0.686 2.049 1.057
O 3.6504 0.5595 -6.5050 0.539 -3.525 1.949
O 2.4171 2.2287 -6.8227 -2.837 1.266 0.814
O 3.8933 1.7387 -8.2080 1.495 0.189 -3.689
N -5.0842 4.4135 -5.7801 -0.077 0.284 0.959
O -5.3733 3.5020 -6.5212 1.302 -2.379 -2.684
O -6.0049 4.8446 -5.1335 -2.380 2.270 2.468
O -3.9475 4.8893 -5.6036 1.313 -0.235 -0.619

7.
32
Properties=species:S:1:pos:R:3:forces:R:3 method="wB97M-V/def2-TZVPD" mol_weight_da=172.3 e_above_lowest_kcal_mol=0.0 homo_energy_ev=-18.61 homo_lumo_gap_ev=10.05 charge=+2
C -1.8964 -1.9354 -1.7149 2.511 0.811 1.898
C -0.3997 -2.3596 -1.1456 -1.674 -0.790 -1.448
N 0.1040 -1.4725 -0.0075 1.931 1.499 -4.474
C 1.5852 -1.7846 0.2733 0.368 -2.409 -1.614
C -0.6399 -1.6023 1.2064 -0.860 -1.544 2.326
C 0.1317 0.1409 -0.7213 -0.145 -1.217 4.636
N 0.4728 0.2311 -1.9138 1.924 -2.108 -3.866
C -0.4779 1.2352 0.1943 -1.899 -2.810 -3.201
O -1.6257 0.9473 -0.1736 1.022 0.802 1.077
C 0.0205 2.2415 1.0658 2.420 -0.512 0.134
C 1.5700 2.0689 1.4982 -2.389 -0.680 -1.853
C -0.4004 3.6079 0.5184 1.837 1.277 3.518
H -2.4732 -2.8002 -1.9736 -0.172 -0.413 0.008
H -2.3735 -1.3153 -0.9230 -0.017 -0.709 -0.644
H -1.7632 -1.2865 -2.5629 -0.095 0.104 -0.464
H 0.3951 -2.4484 -1.9578 -0.944 0.469 1.043
H -0.4708 -3.4082 -0.8023 0.164 0.625 0.439
H 2.2726 -1.9903 -0.6817 -2.003 0.526 1.782
H 1.9270 -0.8789 0.7128 0.788 0.146 1.194
H 1.5381 -2.7906 0.8670 0.546 2.263 -0.725
H -0.4095 -2.6244 1.7377 -0.499 1.769 -1.442
H -0.3887 -0.8715 1.9550 0.514 0.542 0.104
H -1.6938 -1.4890 1.0260 -0.404 -0.237 -0.136
H 0.6947 1.0375 -2.5323 -0.485 0.058 1.198
H 0.7438 -0.6610 -2.4492 -0.857 1.375 0.973
H -0.5546 2.0056 1.9205 -0.879 0.137 1.427
H 1.7391 2.9720 1.9812 0.994 1.910 0.461
H 2.2004 1.9097 0.5856 -0.224 0.125 1.156
H 1.6533 1.3695 2.3219 0.208 -0.719 -0.377
H -1.3331 3.6307 0.0669 -1.324 -0.022 -1.707
H -0.6179 4.1543 1.4636 0.126 -0.015 -0.507
H 0.4700 4.1666 0.1651 -0.484 -0.252 -0.917